[1]
This record from OMol25 describes C55H50NO6SSbW as an isolated structure. The level of theory is the ωB97M-V functional and the def2-TZVPD basis.

ORCA input file:
```
! RIJCOSX wB97M-V def2-TZVPD def2/J DEFGRID3
* xyz 0 1
W -0.5835 -0.4461 -0.4067
O 0.0211 -2.3200 -0.7977
C -0.6392 -3.5577 -0.7235
C -1.9071 -3.3557 -1.5370
C -2.9959 -2.4514 -1.0227
C -4.2694 -2.9208 -1.1746
C -5.3669 -2.0893 -1.0009
C -5.1208 -0.7762 -0.6705
C -3.8188 -0.3722 -0.4415
C -3.6851 1.0674 0.0510
C -2.6635 1.8695 -0.7401
O -1.4452 1.1383 -0.8161
C -2.3195 3.1909 -0.0814
C -1.2801 3.9210 -0.6358
C -0.8137 5.0674 0.0322
C -1.4018 5.4240 1.2504
C -2.4628 4.7257 1.7774
C -2.9258 3.5903 1.1071
C -3.2426 2.1084 -2.1351
C -4.1725 3.1274 -2.3343
C -4.8183 3.2806 -3.5557
C -4.4997 2.4061 -4.6003
C -3.6291 1.3517 -4.4013
C -3.0102 1.1914 -3.1561
N -2.7396 -1.1718 -0.6283
C 0.2582 -4.5967 -1.4447
C 1.2020 -4.1405 -2.3646
C 1.9462 -5.0196 -3.1191
C 1.7662 -6.3810 -2.9630
C 0.8832 -6.8564 -2.0033
C 0.1231 -5.9657 -1.2581
C -0.9679 -4.0766 0.7142
C -2.1404 -4.7145 1.0855
C -2.3153 -5.2416 2.3782
C -1.3215 -5.0753 3.2994
C -0.0997 -4.5024 2.9247
C 0.0953 -4.0053 1.6587
H -2.3672 -4.3363 -1.8084
H -1.6058 -2.9393 -2.4829
H -4.4301 -3.9421 -1.4906
H -6.3625 -2.4950 -1.1366
H -5.9501 -0.0989 -0.5550
H -3.3044 1.0333 1.0511
H -4.6518 1.5858 -0.0470
H -0.8208 3.6115 -1.5691
H 0.0324 5.6128 -0.3512
H -0.9465 6.2074 1.8082
H -2.9232 5.0576 2.6791
H -3.7179 3.0022 1.5028
H -4.4265 3.7652 -1.5310
H -5.5635 4.0461 -3.7028
H -4.9961 2.5019 -5.5535
H -3.4609 0.6158 -5.1967
H -2.3145 0.3678 -2.9633
H 1.3266 -3.0833 -2.4708
H 2.6589 -4.6571 -3.8150
H 2.2936 -7.0918 -3.5793
H 0.7589 -7.9241 -1.8592
H -0.5468 -6.3249 -0.4612
H -2.8917 -4.8678 0.3461
H -3.2353 -5.7095 2.6506
H -1.3960 -5.4172 4.3189
H 0.7306 -4.4810 3.6437
H 1.0107 -3.5743 1.3084
O -2.3288 -1.8422 2.5861
S -1.2416 -0.8446 2.5439
O -0.3553 -0.7162 3.6483
O -1.7145 0.4185 1.9376
O -0.2665 -1.3937 1.3241
C 0.0474 -0.4020 -2.3756
H 0.4595 -1.2006 -2.9706
H 0.1452 0.5743 -2.8882
C 2.6346 4.6613 0.9800
C 2.8292 3.9366 -0.3292
C 3.3308 4.7174 -1.3742
C 3.3697 4.2204 -2.6656
C 2.9693 2.9423 -2.9512
C 2.5447 2.1222 -1.9256
C 2.4846 2.6053 -0.6141
Sb 1.7191 0.9508 0.5288
C 1.4780 1.6254 2.5489
C 0.4951 2.6321 2.6686
C 0.1428 3.1801 3.8931
C 0.7655 2.7426 5.0276
C 1.6893 1.7343 4.9290
C 2.0102 1.0945 3.7372
C 2.9433 -0.0781 3.8256
C 3.5588 -0.1941 0.3496
C 3.3556 -1.5060 -0.0325
C 4.4150 -2.3939 -0.2302
C 5.7213 -1.9409 -0.0631
C 5.9096 -0.6196 0.3175
C 4.8701 0.2841 0.5207
C 5.2968 1.6612 1.0026
H 3.0507 5.6924 0.8890
H 3.1200 4.1687 1.8072
H 1.5726 4.7863 1.2276
H 3.6561 5.7249 -1.1531
H 3.7167 4.8574 -3.4852
H 2.9999 2.6126 -3.9726
H 2.2103 1.1119 -2.1651
H 0.0036 2.9953 1.7582
H -0.6582 3.8704 3.9357
H 0.5238 3.1945 5.9805
H 2.1761 1.4112 5.8391
H 3.1198 -0.3074 4.8571
H 3.9166 0.1034 3.4031
H 2.5562 -0.9971 3.3764
H 2.3562 -1.9175 -0.2217
H 4.2105 -3.3824 -0.6083
H 6.5598 -2.6075 -0.2497
H 6.9202 -0.2283 0.4386
H 6.3472 1.6449 1.2375
H 4.7354 1.9615 1.8985
H 5.0886 2.4454 0.2564
*
```

Results
Max |F| in hartree/bohr: 0.06244
E in a.u.: -3337.55668
Kohn-Sham gap (alpha / beta) in eV: 7.557 / 7.566

[2]
This record from OMol25 describes C4H8AlO as an isolated structure. The level of theory is the ωB97M-V functional and the def2-TZVPD basis.

ORCA input file:
```
! RIJCOSX wB97M-V def2-TZVPD def2/J DEFGRID3
* xyz 2 2
H -0.7014 1.7577 -1.9924
C -1.7308 1.1722 -0.3609
C -2.7802 0.0634 -0.3601
C -1.6017 -0.1332 -1.2341
C -1.5548 0.0688 -2.7186
O -0.7267 1.2132 -2.9876
Al -0.3907 1.8366 -4.4156
H -1.1783 1.3077 0.5690
H -2.1366 2.0043 -0.9418
H -3.7243 0.2940 -0.8572
H -2.8499 -0.5421 0.5424
H -0.8147 -0.7907 -0.8556
H -2.5705 0.2654 -3.0954
H -1.0874 -0.8197 -3.1705
*
```

Results
Expectation value of S²: 0.752
Max |F| in hartree/bohr: 0.11357
E in a.u.: -474.04681
Kohn-Sham gap (alpha / beta) in eV: 8.637 / 4.895

[3]
This record from OMol25 describes C45H49As2CaN7OS as an isolated structure. The level of theory is the ωB97M-V functional and the def2-TZVPD basis.

ORCA input file:
```
! RIJCOSX wB97M-V def2-TZVPD def2/J DEFGRID3
* xyz 2 1
Ca 0.3717 1.0081 0.4645
C 5.3840 -0.9907 2.9960
C 5.3862 0.3574 3.3302
C 4.2411 1.1205 3.1708
C 3.1027 0.5105 2.6533
C 3.0972 -0.8309 2.2895
C 4.2410 -1.5881 2.4790
N 1.8830 1.2229 2.4766
N 1.7047 2.1401 3.2920
C 0.4841 2.8654 3.1603
C 0.1337 3.5948 4.2870
C -1.0457 4.3220 4.2437
C -1.7965 4.2952 3.0774
C -1.3501 3.5346 2.0089
N -0.2283 2.8099 2.0384
H 6.2808 -1.5787 3.1402
H 6.2836 0.8135 3.7258
H 4.2263 2.1676 3.4365
H 2.1980 -1.2756 1.8819
H 4.2432 -2.6403 2.2258
H 0.7800 3.5800 5.1516
H -1.3675 4.9021 5.0975
H -2.7169 4.8542 2.9883
H -1.9114 3.4950 1.0843
C 0.3841 -2.4099 -0.6182
C -0.4395 -2.8081 0.6037
As -0.9782 -1.2836 1.7432
C -1.0020 -2.0288 3.5282
C 0.0932 -2.7547 3.9887
C 0.1148 -3.2338 5.2896
C -0.9521 -2.9815 6.1402
C -2.0379 -2.2471 5.6889
C -2.0651 -1.7682 4.3867
C -2.8581 -1.0961 1.3394
C -3.7270 -2.1839 1.3739
C -5.0741 -2.0076 1.1011
C -5.5657 -0.7425 0.8033
C -4.7085 0.3470 0.7781
C -3.3563 0.1678 1.0450
As -0.4969 -1.0129 -1.7036
C 0.7126 -0.8321 -3.2110
C 1.7966 -1.6750 -3.4356
C 2.6173 -1.4822 -4.5398
C 2.3650 -0.4461 -5.4253
C 1.2891 0.4027 -5.2051
C 0.4707 0.2117 -4.1015
C -1.9393 -2.0863 -2.4207
C -1.6591 -3.1624 -3.2585
C -2.6896 -3.9464 -3.7505
C -4.0052 -3.6573 -3.4114
C -4.2888 -2.5846 -2.5805
C -3.2575 -1.7971 -2.0849
H 0.5462 -3.2889 -1.2466
H 1.3684 -2.0265 -0.3332
H 0.1388 -3.4806 1.2406
H -1.3460 -3.3420 0.3133
H 0.9418 -2.9559 3.3434
H 0.9648 -3.8051 5.6381
H -0.9369 -3.3585 7.1538
H -2.8718 -2.0495 6.3492
H -2.9249 -1.2046 4.0444
H -3.3587 -3.1732 1.6198
H -5.7441 -2.8566 1.1274
H -6.6201 -0.6067 0.6025
H -5.0925 1.3363 0.5622
H -2.6954 1.0310 1.0232
H 2.0138 -2.4882 -2.7539
H 3.4474 -2.1552 -4.7140
H 2.9980 -0.3045 -6.2911
H 1.0812 1.2061 -5.9003
H -0.3705 0.8798 -3.9413
H -0.6368 -3.3846 -3.5444
H -2.4695 -4.7805 -4.4033
H -4.8086 -4.2693 -3.7991
H -5.3129 -2.3580 -2.3136
H -3.4902 -0.9693 -1.4241
C -2.9935 4.1811 -3.1678
N -2.3906 3.1468 -2.3311
C -2.9297 1.7996 -2.4852
C -1.3341 3.3777 -1.5582
C -0.8050 4.7877 -1.4706
O -0.7773 2.4660 -0.9030
H -3.9938 3.8572 -3.4425
H -2.4174 4.3347 -4.0820
H -3.0813 5.1239 -2.6353
H -3.9974 1.8081 -2.2651
H -2.4233 1.1264 -1.8026
H -2.7909 1.4520 -3.5107
H -1.5750 5.4754 -1.1208
H -0.4750 5.1519 -2.4450
H 0.0273 4.8063 -0.7719
C 6.4310 -0.8158 -0.7087
C 5.0810 -1.2521 -1.2718
C 4.1137 -0.1225 -1.3784
N 2.9986 -0.0669 -0.7405
N 2.2867 1.0780 -0.9834
C 2.8785 1.8800 -1.8281
N 2.3454 3.0673 -2.1993
S 4.3958 1.2747 -2.3827
H 7.0954 -1.6734 -0.6155
H 6.3107 -0.3657 0.2770
H 6.9225 -0.0893 -1.3573
H 4.6088 -1.9935 -0.6256
H 5.2034 -1.7116 -2.2561
H 1.3487 3.1485 -2.0769
H 2.7476 3.5615 -2.9773
*
```

Results
Max |F| in hartree/bohr: 0.01290
E in a.u.: -7749.72143
Kohn-Sham gap in eV: 7.189

Q: max |F| of number 1 (C55H50NO6SSbW)?
A: 0.06244 hartree/bohr